The following is a quantum chemistry calculation of a 9-piece molecular cluster, C56H74F6N2O3S overall in a non-equilibrium geometry, from OMol25.

HOMO energy: -8.84 eV
frontier orbital gap: 9.27 eV

Geometry as XYZ:
```
142
C56H74F6N2O3S, DFT ωB97M-V/def2-TZVPD
F 13.8284 9.9542 18.2198
C 14.4069 9.8242 16.9797
C 14.0177 8.7733 16.1679
C 14.5303 8.6070 14.8759
C 15.3941 9.6234 14.4395
C 15.9024 10.6010 15.2590
C 15.3743 10.7692 16.5332
H 13.4521 7.9640 16.5971
H 14.2739 7.8041 14.1657
H 15.7874 9.4911 13.4279
H 16.6001 11.2456 14.8231
H 15.6672 11.5224 17.1833
F 14.5503 13.1991 10.5069
C 15.3204 14.1695 10.0355
C 15.3946 15.3210 10.7852
C 16.2684 16.3583 10.3769
C 16.9245 16.1715 9.1867
C 16.8507 15.0222 8.4629
C 15.9881 14.0178 8.8383
H 14.7720 15.4140 11.6486
H 16.2292 17.3627 10.8144
H 17.4966 17.0194 8.8103
H 17.4504 14.9965 7.5315
H 15.7789 13.1899 8.1492
F 10.3468 19.5209 12.0277
C 11.5666 19.2049 12.5268
C 12.5233 20.1294 12.4288
C 13.7341 19.7119 12.8699
C 13.9595 18.4419 13.4245
C 12.8868 17.5242 13.4802
C 11.6391 17.9148 13.0702
H 12.3064 21.1419 12.0749
H 14.5497 20.4878 12.9237
H 14.9267 18.2483 13.9658
H 13.1529 16.5778 13.9694
H 10.7699 17.3487 13.0620
F 20.2848 14.7824 10.1353
C 19.7064 13.5907 10.5146
C 18.5360 13.6749 11.1865
C 17.7908 12.5074 11.2586
C 18.3537 11.2972 10.8640
C 19.6139 11.2328 10.3171
C 20.2537 12.4406 10.0121
H 18.1908 14.6262 11.6219
H 16.9086 12.4964 11.8643
H 17.8112 10.3801 11.0135
H 20.0499 10.2769 10.1820
H 21.2245 12.5624 9.3932
F 15.9458 13.8373 13.6857
C 15.3516 14.2648 14.8738
C 16.0630 14.9948 15.8083
C 15.5261 15.1926 17.0366
C 14.2863 14.6580 17.3763
C 13.5535 13.9115 16.4455
C 14.0917 13.7386 15.2181
H 17.0545 15.4206 15.5178
H 16.1936 15.6854 17.7455
H 14.0279 14.8514 18.3926
H 12.6527 13.4936 16.6687
H 13.5560 13.0313 14.5979
F 12.7989 18.0539 17.7420
C 14.0375 18.4711 18.0580
C 14.3442 19.1270 19.2590
C 15.6345 19.5869 19.4538
C 16.4750 19.5800 18.4167
C 16.1325 18.9462 17.1772
C 14.9253 18.3382 17.0176
H 13.6320 19.2215 20.0172
H 15.9798 19.9121 20.4657
H 17.4772 19.9410 18.5618
H 16.8272 18.8413 16.3685
H 14.7840 17.7053 16.1031
C 11.2048 14.1288 10.5168
C 9.7388 13.5106 10.6229
C 9.8106 12.0491 10.1668
C 10.3948 11.1421 11.1906
C 9.5632 11.2557 12.4671
C 9.4941 12.6799 13.0001
N 9.0522 13.5656 11.9223
O 9.2501 14.9649 12.4249
C 8.4794 12.7974 14.1263
C 10.7917 13.0466 13.6659
C 8.8561 14.2810 9.6320
H 11.1963 15.0928 11.0083
H 11.5712 14.3154 9.4877
H 11.9456 13.5002 10.9729
H 8.7134 11.8212 9.9614
H 10.3738 11.9802 9.2389
H 11.4060 11.2928 11.4879
H 10.2228 10.0930 10.8279
H 9.9329 10.5005 13.2013
H 8.5834 10.8695 12.2275
H 8.7112 12.0769 14.9177
H 8.4775 13.8381 14.4683
H 7.4308 12.6310 13.8355
H 10.8629 14.0652 13.8982
H 10.8631 12.3969 14.5198
H 11.6184 12.8363 13.0246
H 9.3294 14.3357 8.5980
H 8.6521 15.2855 10.0648
H 7.9053 13.7613 9.5714
H 8.3550 15.3199 12.5175
C 19.3289 20.8208 15.6962
C 20.0848 19.5568 15.0947
C 20.5253 18.6855 16.2700
C 21.0754 17.3831 15.8562
C 20.0794 16.6194 15.0412
C 19.6021 17.3805 13.7888
N 19.1903 18.7279 14.2537
O 18.7612 19.4739 13.1057
C 20.6776 17.3029 12.6610
C 18.3941 16.7009 13.3008
C 21.3397 20.2957 14.5876
H 19.9960 21.2885 16.3540
H 18.4650 20.5612 16.2150
H 19.0513 21.5342 14.9180
H 21.3378 19.2429 16.8715
H 19.7225 18.5020 17.0095
H 21.2960 16.8346 16.7820
H 22.0561 17.4982 15.3526
H 19.2064 16.4118 15.6760
H 20.4095 15.5483 14.8789
H 20.3235 17.5543 11.6426
H 21.6100 17.8440 12.8524
H 21.0291 16.3053 12.6462
H 18.2170 17.0274 12.2097
H 18.6136 15.6380 13.1497
H 17.5338 16.8838 13.9372
H 21.1057 21.1288 13.9185
H 22.0834 19.6110 14.1781
H 21.7779 20.7101 15.4589
H 19.5678 19.9055 12.6937
C 19.5560 11.7754 18.0079
S 18.5675 13.1603 17.4528
O 19.2546 14.3441 18.0623
C 19.1633 12.8966 15.7478
H 20.5531 12.0012 17.7351
H 19.1340 10.9087 17.5524
H 19.5819 11.7402 19.0745
H 18.8035 13.7859 15.2296
H 18.7986 11.9764 15.2658
H 20.2439 12.8364 15.6956
```